No. 1
Entry from the Open Molecules 2025 dataset: a 2-piece molecular cluster, C3H8N2OS overall in a non-equilibrium geometry (ωB97M-V/def2-TZVPD).

As for the gap between HOMO and LUMO (spin up / spin down): 0.254 / 0.332 hartree. The value obtained for the calculated total energy is -701.860268 a.u. As for the multiplicity: 1.

Cartesian coordinates (Å):
C (-0.13, 0.94, 1.73)
C (-0.92, 0.47, -2.14)
C (0.98, 0.48, -0.27)
N (0.53, -2.48, 1.18)
N (0.33, -2.11, 0.09)
O (0.01, 1.31, 0.30)
S (0.87, 0.33, -1.99)
H (0.80, 0.79, 2.30)
H (-0.75, 0.03, 1.70)
H (-0.81, 1.60, 2.06)
H (-1.06, 0.69, -3.16)
H (-1.31, 1.30, -1.50)
H (-1.28, -0.44, -1.87)
H (1.99, 0.67, 0.20)
H (0.78, -3.59, 1.36)

Here are the Mulliken charges for atoms 1 to 5, given in e: -0.660, -0.785, -0.171, -0.235, -0.017



No. 2
Entry from the Open Molecules 2025 dataset: one molecule with the formula C3H8N2OS in a non-equilibrium geometry (ωB97M-V/def2-TZVPD).

As for the gap between HOMO and LUMO: 0.376 hartree. As for the SMILES: NC(=O)NCCS. The value obtained for the calculated total energy is -702.060290 a.u. As for the multiplicity: 1.

Cartesian coordinates (Å):
N (0.14, -1.66, -0.98)
C (1.38, -1.08, -0.65)
O (2.43, -1.47, -1.11)
N (1.29, -0.05, 0.25)
C (0.07, 0.40, 0.94)
C (-0.72, 1.46, 0.17)
S (-2.53, 1.19, 0.20)
H (0.22, -2.26, -1.78)
H (-0.54, -0.91, -0.99)
H (2.16, 0.26, 0.64)
H (-0.52, -0.48, 1.15)
H (0.47, 0.76, 1.88)
H (-0.78, 2.40, 0.69)
H (-0.36, 1.57, -0.85)
H (-2.71, -0.12, 0.42)

Here are the Mulliken charges for atoms 1 to 5, given in e: -0.426, 0.467, -0.625, -0.143, -0.877



No. 3
Entry from the Open Molecules 2025 dataset: C3H8N2PdS3 as an isolated structure (ωB97M-V/def2-TZVPD).

Its expectation value of S² is 2.011. As for the gap between HOMO and LUMO (spin up / spin down): 0.246 / 0.209 hartree. The value obtained for the calculated total energy is -1551.037791 a.u. As for the multiplicity: 3.

Cartesian coordinates (Å):
Pd (0.83, 0.83, 0.11)
S (3.72, 3.74, -1.06)
C (2.74, 2.74, -0.14)
S (3.25, 1.17, 0.27)
S (1.18, 3.24, 0.27)
N (-1.48, 0.55, 0.01)
C (-1.77, -0.83, 0.41)
C (-0.83, -1.78, -0.31)
N (0.55, -1.47, 0.06)
H (-1.88, 1.22, 0.65)
H (-1.83, 0.76, -0.91)
H (-2.80, -1.12, 0.21)
H (-1.61, -0.91, 1.48)
H (-0.93, -1.63, -1.39)
H (-1.12, -2.81, -0.09)
H (1.22, -1.92, -0.56)
H (0.76, -1.78, 1.00)

Here are the Mulliken charges for atoms 1 to 5, given in e: 0.186, -0.096, 0.390, -0.362, -0.360



No. 4
Entry from the Open Molecules 2025 dataset: a 2-piece molecular cluster, C3H8N2S overall in a non-equilibrium geometry (ωB97M-V/def2-TZVPD).

As for the gap between HOMO and LUMO (spin up / spin down): 0.291 / 0.297 hartree. The value obtained for the calculated total energy is -626.603243 a.u. As for the multiplicity: 1.

Cartesian coordinates (Å):
C (-0.69, -1.39, -0.05)
C (0.69, -1.57, -0.62)
C (0.28, -0.32, 0.18)
N (-0.55, 2.82, 0.05)
N (-0.76, 1.81, -0.78)
S (0.94, 0.04, 1.76)
H (-1.45, -1.16, -0.70)
H (-1.00, -1.97, 0.78)
H (1.52, -2.13, -0.14)
H (0.75, -1.55, -1.74)
H (0.27, 3.45, 0.13)
H (-1.09, 2.81, 0.85)
H (-0.10, 1.78, -1.45)
H (-0.07, 0.41, 2.44)

Here are the Mulliken charges for atoms 1 to 5, given in e: -0.507, -0.493, 0.196, -0.168, -0.411



No. 5
Entry from the Open Molecules 2025 dataset: one molecule with the formula C3H8N2S in a non-equilibrium geometry (ωB97M-V/def2-TZVPD).

As for the gap between HOMO and LUMO: 0.360 hartree. As for the SMILES: NCC/C=N\S. The value obtained for the calculated total energy is -626.760414 a.u. As for the multiplicity: 1.

Cartesian coordinates (Å):
N (1.71, -2.23, 0.27)
C (0.43, -1.61, 0.38)
C (0.58, -0.19, 0.98)
C (-0.71, 0.59, 1.09)
N (-1.34, 1.19, 0.16)
S (-0.47, 1.33, -1.32)
H (2.10, -2.50, 1.11)
H (1.61, -3.10, -0.26)
H (-0.28, -2.22, 0.97)
H (0.00, -1.51, -0.61)
H (1.10, -0.12, 1.94)
H (1.30, 0.35, 0.30)
H (-1.28, 0.56, 2.05)
H (-1.53, 1.80, -1.99)

Here are the Mulliken charges for atoms 1 to 5, given in e: -0.583, -0.240, -0.811, 0.046, -0.426



No. 6
Entry from the Open Molecules 2025 dataset: one molecule with the formula C3H8N2S in a non-equilibrium geometry (ωB97M-V/def2-TZVPD).

As for the gap between HOMO and LUMO: 0.323 hartree. As for the SMILES: CCN(N)C=S. The value obtained for the calculated total energy is -626.659853 a.u. As for the multiplicity: 1.

Cartesian coordinates (Å):
C (-1.16, 2.03, 1.49)
C (-0.11, 1.48, 0.55)
N (-0.06, 0.19, 0.41)
N (0.42, -0.55, 1.47)
C (0.22, -0.12, -0.97)
S (0.43, -1.66, -1.64)
H (-1.18, 3.12, 1.62)
H (-1.99, 2.04, 0.96)
H (-1.31, 1.42, 2.41)
H (0.90, 2.07, 0.83)
H (-0.20, 1.92, -0.40)
H (-0.55, -1.32, 1.77)
H (1.04, -1.34, 1.06)
H (0.10, 0.85, -1.47)

Here are the Mulliken charges for atoms 1 to 5, given in e: -1.344, -0.174, 0.464, -0.867, -0.139



No. 7
Entry from the Open Molecules 2025 dataset: one molecule with the formula C3H8N2S2 (ωB97M-V/def2-TZVPD).

As for the gap between HOMO and LUMO: 0.365 hartree. As for the SMILES: [H]/N=C/NSCCS. The value obtained for the calculated total energy is -1024.973589 a.u. As for the multiplicity: 1.

Cartesian coordinates (Å):
H (3.76, -1.28, 0.67)
N (2.91, -1.38, 0.13)
C (2.34, -0.28, -0.10)
N (1.21, -0.19, -0.87)
S (0.21, 1.17, -0.88)
C (-0.84, 0.93, 0.58)
C (-2.20, 0.30, 0.29)
S (-2.17, -1.34, -0.48)
H (2.70, 0.70, 0.21)
H (0.79, -1.08, -1.11)
H (-0.30, 0.33, 1.31)
H (-0.98, 1.91, 1.01)
H (-2.81, 0.94, -0.32)
H (-2.74, 0.19, 1.25)
H (-1.86, -0.92, -1.70)

Here are the Mulliken charges for atoms 1 to 5, given in e: 0.252, -0.669, 0.069, -0.298, -0.070



No. 8
Entry from the Open Molecules 2025 dataset: C3H8N2S3 as an isolated structure in a non-equilibrium geometry (ωB97M-V/def2-TZVPD).

As for the gap between HOMO and LUMO (spin up / spin down): 0.256 / 0.257 hartree. The value obtained for the calculated total energy is -1423.075584 a.u. As for the multiplicity: 1.

Cartesian coordinates (Å):
C (-0.39, -0.76, 0.06)
C (-0.37, -0.23, -1.39)
C (0.97, -1.25, 0.39)
N (0.88, 0.47, -1.51)
N (0.08, 2.74, 0.43)
S (0.18, 2.62, -1.27)
S (-1.57, 2.97, -2.08)
S (2.11, -0.25, -0.70)
H (-0.65, 0.27, 0.56)
H (-1.09, -1.59, 0.23)
H (-0.31, -1.01, -2.19)
H (-1.22, 0.30, -1.70)
H (1.24, -1.05, 1.40)
H (0.98, -2.28, 0.05)
H (1.04, 2.70, 0.78)
H (-0.40, 3.53, 0.85)

Here are the Mulliken charges for atoms 1 to 5, given in e: -0.328, -0.537, -0.668, -0.274, -0.504



No. 9
Entry from the Open Molecules 2025 dataset: an isolated ion of composition C3H8N3 and charge +1 in a non-equilibrium geometry (ωB97M-V/def2-TZVPD).

Its total charge is +1. As for the gap between HOMO and LUMO (spin up / spin down): 0.292 / 0.224 hartree. The value obtained for the calculated total energy is -282.789847 a.u. As for the multiplicity: 1.

Cartesian coordinates (Å):
C (-0.37, 1.32, -1.20)
C (-0.98, -0.13, 0.64)
C (1.41, -0.26, 0.12)
N (0.21, -1.68, -0.94)
N (-1.10, 0.97, -0.24)
N (0.16, -1.11, 0.24)
H (-0.54, 2.13, -1.89)
H (-0.79, 0.31, 1.54)
H (-1.81, -0.84, 0.53)
H (1.65, 0.21, 1.15)
H (2.35, -0.88, -0.07)
H (1.40, 0.44, -0.70)
H (-1.94, 1.43, -0.01)
H (0.34, -1.92, 0.82)

Here are the Mulliken charges for atoms 1 to 5, given in e: -0.401, -0.429, -0.817, -0.598, 0.035



No. 10
Entry from the Open Molecules 2025 dataset: an isolated ion of composition C3H8N3 and charge +1 in a non-equilibrium geometry (ωB97M-V/def2-TZVPD).

Its total charge is +1. As for the gap between HOMO and LUMO: 0.334 hartree. As for the SMILES: N[C@H]1N[C@H]1C=[NH2+]. The value obtained for the calculated total energy is -283.056209 a.u. As for the multiplicity: 1.

Cartesian coordinates (Å):
N (-1.41, 0.95, 0.19)
C (-1.24, -0.39, 0.21)
N (-0.51, -0.91, -0.86)
C (0.26, -0.96, 0.44)
C (1.32, -0.01, 0.46)
N (1.49, 0.78, -0.50)
H (-0.85, 1.28, -0.64)
H (-1.94, 1.57, 0.81)
H (-2.12, -0.87, 0.77)
H (-0.72, -1.82, -1.36)
H (0.36, -1.83, 0.93)
H (2.02, 0.17, 1.27)
H (2.39, 1.37, -0.42)
H (0.94, 0.66, -1.30)

Here are the Mulliken charges for atoms 1 to 5, given in e: -0.338, 0.022, -0.526, -0.581, -0.027



No. 11
Entry from the Open Molecules 2025 dataset: an isolated ion of composition C3H8N3 and charge +1 in a non-equilibrium geometry (ωB97M-V/def2-TZVPD).

Its total charge is +1. As for the gap between HOMO and LUMO: 0.373 hartree. As for the SMILES: [H]/N=C/N/C=[NH+]/C. The value obtained for the calculated total energy is -283.098796 a.u. As for the multiplicity: 1.

Cartesian coordinates (Å):
H (-3.52, 1.25, -0.07)
N (-2.51, 0.89, 0.09)
C (-2.30, -0.34, -0.11)
N (-1.01, -0.76, 0.08)
C (0.07, 0.03, 0.22)
N (1.26, -0.44, 0.05)
C (2.43, 0.45, -0.03)
H (-3.01, -1.23, -0.31)
H (-0.81, -1.74, 0.06)
H (0.06, 1.10, 0.37)
H (1.34, -1.44, 0.09)
H (3.10, 0.54, 0.80)
H (2.92, 0.26, -1.10)
H (1.98, 1.43, -0.13)

Here are the Mulliken charges for atoms 1 to 5, given in e: 0.285, -0.550, 0.059, -0.131, 0.172



No. 12
Entry from the Open Molecules 2025 dataset: an isolated ion of composition C3H8N3O and charge -1 in a non-equilibrium geometry (ωB97M-V/def2-TZVPD).

Its total charge is -1. As for the gap between HOMO and LUMO: 0.266 hartree. As for the SMILES: CC(C)[N-][N+]([NH-])=O. The value obtained for the calculated total energy is -358.476490 a.u. As for the multiplicity: 1.

Cartesian coordinates (Å):
C (-0.08, 1.23, -0.63)
C (0.12, 0.12, 0.43)
C (-0.82, -0.96, 0.56)
N (1.54, -0.76, -0.18)
N (2.56, -0.06, 0.11)
N (3.77, -0.48, -0.12)
O (2.52, 1.13, 0.54)
H (-0.64, 0.72, -1.44)
H (-0.50, 2.21, -0.17)
H (0.84, 1.64, -1.00)
H (0.44, 0.53, 1.46)
H (-0.28, -1.77, 1.12)
H (-1.20, -1.24, -0.44)
H (-1.90, -0.79, 1.13)
H (3.78, -1.38, -0.64)

Here are the Mulliken charges for atoms 1 to 5, given in e: -1.052, 0.329, -1.045, -0.940, 1.304



No. 13
Entry from the Open Molecules 2025 dataset: a 2-piece molecular cluster, C3H8N3O overall in a non-equilibrium geometry (ωB97M-V/def2-TZVPD).

Its total charge is +1. As for the gap between HOMO and LUMO: 0.392 hartree. The value obtained for the calculated total energy is -358.237209 a.u. As for the multiplicity: 1.

Cartesian coordinates (Å):
C (2.04, -0.26, -0.09)
C (2.18, 1.14, -0.01)
C (-1.69, 0.97, -0.24)
N (1.11, -1.12, -0.13)
N (-1.34, -0.22, 0.10)
N (-2.26, -1.10, 0.57)
O (3.25, 0.05, -0.13)
H (2.08, 1.50, 1.02)
H (2.40, 1.88, -0.81)
H (-2.83, 1.31, -0.23)
H (-0.94, 1.67, -0.69)
H (1.30, -2.13, -0.03)
H (-3.25, -0.83, 0.49)
H (-0.04, -0.85, 0.05)
H (-2.01, -2.01, 0.14)

Here are the Mulliken charges for atoms 1 to 5, given in e: 0.627, -0.399, -0.217, -0.332, -0.015



No. 14
Entry from the Open Molecules 2025 dataset: an isolated ion of composition C3H8N3O and charge +1 in a non-equilibrium geometry (ωB97M-V/def2-TZVPD).

Its total charge is +1. As for the gap between HOMO and LUMO: 0.385 hartree. As for the SMILES: N[C@H]1COC(=[NH2+])N1. The value obtained for the calculated total energy is -358.342206 a.u. As for the multiplicity: 1.

Cartesian coordinates (Å):
N (-1.92, 0.58, 0.75)
C (-1.16, -0.38, 0.09)
C (-0.40, 0.05, -1.56)
O (0.93, 0.21, -1.14)
C (1.16, -0.10, 0.08)
N (2.41, -0.16, 0.59)
N (0.18, -0.42, 0.80)
H (-2.93, 0.71, 0.39)
H (-1.47, 1.49, 0.99)
H (-1.71, -1.27, 0.04)
H (-0.54, -0.70, -2.34)
H (-0.71, 0.88, -2.15)
H (2.52, -0.25, 1.58)
H (3.21, 0.30, 0.16)
H (0.42, -0.93, 1.71)

Here are the Mulliken charges for atoms 1 to 5, given in e: -0.551, -0.001, -0.395, -0.349, 0.728



No. 15
Entry from the Open Molecules 2025 dataset: a 2-piece molecular cluster, C3H8N3O overall in a non-equilibrium geometry (ωB97M-V/def2-TZVPD).

Its total charge is +1. As for the gap between HOMO and LUMO: 0.304 hartree. The value obtained for the calculated total energy is -358.166416 a.u. As for the multiplicity: 1.

Cartesian coordinates (Å):
C (-2.12, -0.80, -0.15)
C (0.49, 2.66, 0.13)
C (1.25, 0.35, 0.18)
N (2.07, -0.49, -0.11)
N (1.04, 1.55, 0.02)
N (-0.67, -0.95, 0.23)
O (2.30, -1.77, -0.21)
H (-2.63, -1.80, -0.48)
H (-2.59, -0.47, 0.73)
H (-0.54, 2.85, -0.15)
H (1.19, 3.54, 0.23)
H (-2.33, -0.02, -0.82)
H (-0.07, -1.53, -0.29)
H (-0.59, -1.31, 1.17)
H (3.22, -1.82, -0.48)

Here are the Mulliken charges for atoms 1 to 5, given in e: -0.829, -0.151, 0.356, -0.003, 0.010



No. 16
Entry from the Open Molecules 2025 dataset: an isolated ion of composition C3H8N3O and charge +1 in a non-equilibrium geometry (ωB97M-V/def2-TZVPD).

Its total charge is +1. As for the gap between HOMO and LUMO: 0.414 hartree. As for the SMILES: CO[N@H+]1CN=CN1. The value obtained for the calculated total energy is -358.198779 a.u. As for the multiplicity: 1.

Cartesian coordinates (Å):
C (-0.46, -0.48, 2.12)
O (0.27, -0.50, 0.89)
N (-0.26, -0.40, -0.41)
C (-0.49, 1.12, -0.63)
N (0.46, 1.45, -1.62)
C (1.13, 0.41, -1.91)
N (0.60, -0.71, -1.37)
H (0.44, -0.56, 2.81)
H (-0.99, -1.43, 2.35)
H (-0.86, 0.46, 2.35)
H (-1.08, -1.12, -0.31)
H (-0.26, 1.52, 0.43)
H (-1.46, 1.55, -0.78)
H (1.84, 0.24, -2.69)
H (1.14, -1.53, -1.23)

Here are the Mulliken charges for atoms 1 to 5, given in e: -0.724, -0.346, 0.468, -0.244, -0.385



No. 17
Entry from the Open Molecules 2025 dataset: an isolated ion of composition C3H8N3O3 and charge +1 in a non-equilibrium geometry (ωB97M-V/def2-TZVPD).

Its total charge is +1. As for the gap between HOMO and LUMO: 0.390 hartree. As for the SMILES: N/C(O)=[NH+]/N1CCOO1. The value obtained for the calculated total energy is -508.661657 a.u. As for the multiplicity: 1.

Cartesian coordinates (Å):
N (1.32, -2.31, -1.60)
C (1.24, -1.43, -0.62)
O (2.04, -1.59, 0.43)
N (0.26, -0.53, -0.71)
N (0.01, 0.25, 0.50)
C (-0.27, 1.64, 0.37)
C (-1.72, 1.80, 0.90)
O (-2.20, 0.46, 0.91)
O (-0.99, -0.35, 1.19)
H (0.89, -2.29, -2.52)
H (1.99, -3.00, -1.41)
H (1.83, -0.87, 1.22)
H (-0.43, -0.55, -1.56)
H (-0.06, 2.11, -0.61)
H (0.41, 2.21, 1.18)
H (-1.78, 2.24, 2.04)
H (-2.51, 2.21, 0.29)

Here are the Mulliken charges for atoms 1 to 5, given in e: -0.336, 0.705, -0.482, -0.156, 0.069